# 1
Formula: C10H13NS
Source: the OMol25 dataset
Level of theory: ωB97M-V/def2-TZVPD

Geometry as XYZ:
```
25
Properties=species:S:1:pos:R:3:mulliken_charge:R:1
C -3.68 1.04 0.34 -0.37
C -3.09 0.61 1.52 -0.20
C -3.16 0.61 -0.85 -0.74
C -2.00 -0.14 1.52 -0.55
C -2.02 -0.12 -0.92 -0.20
C -1.38 -0.56 0.28 0.98
C 1.47 0.56 -0.16 0.41
C -0.02 -2.50 -0.51 -1.13
C 4.00 1.27 0.61 -0.82
C -0.23 -1.35 0.44 -0.64
N 0.95 1.64 -0.49 -0.53
S 2.84 -0.12 0.36 -0.07
H -4.60 1.66 0.57 0.26
H -3.56 0.96 2.53 0.22
H -3.45 0.84 -1.84 0.38
H -1.48 -0.44 2.51 0.14
H -1.62 -0.43 -1.90 0.32
H -0.60 -2.20 -1.30 0.32
H 1.02 -2.63 -0.76 0.29
H -0.38 -3.39 -0.04 0.33
H 3.35 2.22 0.59 0.18
H 4.78 1.36 -0.13 0.28
H 4.39 1.15 1.54 0.31
H 0.12 -1.24 1.44 0.59
H 1.49 2.58 -0.40 0.23
```

## Properties
HOMO (alpha / beta) = -0.25432 / -0.27614 hartree
E_tot = -841.61557 Eh
energy relative to the best compared isomer or geometry (same formula, charge and spin) = 74.78 kcal/mol
charge = 0
2S+1 = 1
Kohn-Sham gap (alpha / beta) = 6.813 / 7.503 eV
LUMO energy (alpha / beta) = -0.11 / -0.01 eV

# 2
Formula: C10H13O3
Source: the OMol25 dataset
Level of theory: ωB97M-V/def2-TZVPD

Geometry as XYZ:
```
26
Properties=species:S:1:pos:R:3:mulliken_charge:R:1
C -2.22 -0.39 -1.70 0.03
C -3.56 -0.99 -1.98 -1.07
C -2.18 0.93 -1.09 0.49
O -3.18 1.68 -0.94 -0.64
O -0.86 1.48 -1.12 -0.54
H -1.71 -1.06 -0.93 0.12
H -1.71 -0.66 -2.73 0.24
H -3.74 -1.12 -3.08 0.28
H -4.34 -0.27 -1.82 0.33
H -3.90 -1.76 -1.26 0.28
C 1.98 0.02 3.84 -1.16
C 1.56 -1.65 0.40 -1.06
C 1.37 -0.59 -0.57 0.97
C 1.76 -1.29 1.74 0.11
C 1.99 0.05 2.25 0.24
C 1.84 0.76 -0.11 -0.98
C 2.24 0.90 1.27 -0.40
O 0.71 -0.80 -1.56 -0.78
H 1.14 -2.63 0.29 0.30
H 1.84 -2.13 2.52 0.09
H 2.05 1.25 -0.95 0.60
H -0.10 0.89 -1.32 0.37
H 1.68 -0.88 4.33 0.35
H 1.20 0.81 3.96 0.26
H 2.65 1.89 1.41 0.29
H 2.95 0.31 4.22 0.26
```

## Properties
HOMO = -0.11208 hartree
E_tot = -614.51709 Eh
energy relative to the best compared isomer or geometry (same formula, charge and spin) = 90.48 kcal/mol
charge = -1
2S+1 = 1
Kohn-Sham gap = 6.599 eV
LUMO energy = 3.55 eV

# 3
Formula: C10H13O3
Source: the OMol25 dataset
Level of theory: ωB97M-V/def2-TZVPD

Geometry as XYZ:
```
26
Properties=species:S:1:pos:R:3:mulliken_charge:R:1
C 2.14 -2.66 -0.91 -0.10
C 0.90 -3.33 -0.60 -0.98
C 2.89 -1.93 0.22 0.41
O 2.63 -0.69 0.44 -0.77
O 3.84 -2.55 0.78 -0.71
H 2.98 -3.56 -1.10 0.15
H 2.08 -1.85 -1.71 0.23
H 1.08 -4.00 0.26 0.29
H 0.76 -4.15 -1.40 0.26
H 0.01 -2.78 -0.27 0.28
C -2.51 3.10 -1.27 -1.11
C 0.36 1.82 0.92 -0.80
C -0.47 2.62 0.12 -0.22
C -0.26 0.63 1.34 0.48
C -1.80 2.31 -0.19 0.64
C -1.63 0.48 1.27 -0.35
C -2.43 1.41 0.61 -0.47
O 0.34 -0.52 1.68 -0.60
H 1.42 1.92 1.04 0.49
H 0.13 3.47 -0.36 0.19
H 1.36 -0.30 1.18 0.34
H -2.00 -0.49 1.72 0.26
H -2.16 2.89 -2.30 0.26
H -2.48 4.11 -1.03 0.35
H -3.55 1.29 0.64 0.22
H -3.63 2.74 -1.05 0.24
```

## Properties
HOMO = -0.17136 hartree
E_tot = -614.56719 Eh
energy relative to the best compared isomer or geometry (same formula, charge and spin) = 59.04 kcal/mol
charge = -1
2S+1 = 1
Kohn-Sham gap = 7.951 eV
LUMO energy = 3.29 eV

# 4
Formula: C10H13O3
Source: the OMol25 dataset
Level of theory: ωB97M-V/def2-TZVPD

Geometry as XYZ:
```
26
Properties=species:S:1:pos:R:3:mulliken_charge:R:1
C -2.11 0.86 -2.92 -0.59
C -2.20 0.74 -1.39 -1.09
C -2.80 -0.49 -3.56 0.56
O -4.01 -0.35 -3.53 -0.69
O -2.00 -1.30 -3.99 -0.69
H -2.79 1.65 -3.46 0.31
H -1.23 0.98 -3.38 0.42
H -1.69 -0.20 -1.25 0.29
H -3.19 0.56 -1.03 0.39
H -1.67 1.47 -0.95 0.23
C 2.03 -0.09 4.00 -1.29
C 1.13 -0.46 -0.17 0.00
C 0.63 0.62 0.54 0.09
C 1.94 -1.33 0.53 -0.42
C 0.95 0.80 1.92 -1.01
C 2.15 -1.30 1.90 -1.03
C 1.70 -0.16 2.54 1.15
O 1.10 -0.58 -1.50 -0.56
H 0.14 -0.36 -1.88 0.27
H 0.04 1.35 0.08 0.50
H 2.28 -2.13 -0.11 0.34
H 0.59 1.71 2.23 0.44
H 2.78 -1.94 2.30 0.49
H 2.32 -1.04 4.43 0.36
H 1.09 0.31 4.52 0.29
H 2.82 0.68 4.15 0.25
```

## Properties
HOMO = -0.13481 hartree
E_tot = -614.56035 Eh
energy relative to the best compared isomer or geometry (same formula, charge and spin) = 63.34 kcal/mol
charge = -1
2S+1 = 1
Kohn-Sham gap = 6.500 eV
LUMO energy = 2.83 eV

# 5
Formula: C10H13O3
Source: the OMol25 dataset
Level of theory: ωB97M-V/def2-TZVPD

Geometry as XYZ:
```
26
Properties=species:S:1:pos:R:3:mulliken_charge:R:1
C 3.88 2.46 0.53 -1.38
C 0.43 0.46 -1.07 0.58
C 0.51 0.75 0.34 -0.52
C 1.39 1.06 -1.98 -0.68
C 1.60 1.49 0.73 -0.45
C 2.56 1.63 -1.47 -0.51
C 2.66 1.85 -0.11 0.92
O -0.46 -0.30 -1.63 -0.81
H -1.63 -0.44 -0.94 0.37
H -0.35 0.37 0.90 0.26
H 1.13 1.03 -3.02 0.39
H 1.70 1.89 1.75 0.27
H 3.16 2.25 -2.13 0.19
H 3.68 3.30 1.19 0.33
H 4.52 2.86 -0.26 0.35
H 4.42 1.72 1.15 0.24
C -1.45 -2.23 0.99 0.07
C -2.05 -3.62 1.28 -1.35
C -2.45 -1.09 0.77 0.48
O -3.22 -0.96 1.71 -0.69
O -2.62 -0.45 -0.36 -0.58
H -0.78 -1.82 1.82 0.24
H -0.78 -2.28 0.10 0.27
H -2.48 -3.96 0.35 0.31
H -2.83 -3.49 2.04 0.31
H -1.37 -4.41 1.57 0.38
```

## Properties
HOMO = -0.13693 hartree
E_tot = -614.63069 Eh
energy relative to the best compared isomer or geometry (same formula, charge and spin) = 19.19 kcal/mol
charge = -1
2S+1 = 1
Kohn-Sham gap = 7.182 eV
LUMO energy = 3.46 eV

# 6
Formula: C10H13O3
Source: the OMol25 dataset
Level of theory: ωB97M-V/def2-TZVPD

Geometry as XYZ:
```
26
Properties=species:S:1:pos:R:3:mulliken_charge:R:1
C -1.45 -1.84 1.38 -0.02
C -1.54 -3.08 0.50 -1.10
C -2.78 -1.09 1.76 0.47
O -3.85 -1.52 1.30 -0.73
O -2.55 -0.12 2.51 -0.75
H -1.08 -2.06 2.37 0.25
H -0.84 -1.10 0.94 -0.02
H -0.59 -3.60 0.38 0.35
H -1.89 -2.75 -0.48 0.23
H -2.33 -3.72 0.89 0.33
C 0.66 0.67 -3.68 -1.36
C 2.01 0.02 -0.18 -0.29
C 1.65 -0.19 -1.50 -0.49
C 2.02 1.29 0.37 0.26
C 1.21 0.88 -2.29 0.58
C 1.73 2.38 -0.42 -0.45
C 1.23 2.13 -1.70 -0.37
O 2.46 1.46 1.67 -0.60
H 2.26 -0.90 0.34 0.37
H 1.59 -1.19 -1.92 0.34
H 1.78 1.17 2.29 0.34
H 1.89 3.42 -0.15 0.41
H 0.59 1.62 -4.20 0.36
H -0.34 0.21 -3.62 0.28
H 0.84 2.99 -2.25 0.27
H 1.28 0.00 -4.27 0.35
```

## Properties
HOMO = -0.14293 hartree
E_tot = -614.61772 Eh
energy relative to the best compared isomer or geometry (same formula, charge and spin) = 27.33 kcal/mol
charge = -1
2S+1 = 1
Kohn-Sham gap = 6.916 eV
LUMO energy = 3.03 eV